1.
DFT (ωB97M-V/def2-TZVPD) results for C21H56N4O10PSn3 as an isolated structure at a distorted geometry.

Each line ends with the Mulliken charge.
Cartesian coordinates (Å):
Sn  -2.37776  2.20421  -3.60295  1.4659
Sn  2.43230  2.75811  1.68339  1.3374
Sn  2.13973  4.66039  -2.80006  1.5419
P  -0.14922  2.55291  -0.79120  1.4230
O  -0.47173  3.76641  -1.73212  -1.0145
O  1.38969  2.27863  -1.09532  -1.0060
O  -1.13389  1.44009  -1.16182  -1.0687
O  -0.30707  2.93815  0.70680  -0.7525
C  -1.58319  -3.05030  -1.15993  -1.5470
C  -0.77874  -2.15875  -0.17279  1.6428
C  0.33957  -2.90539  0.53098  -0.9763
O  -0.35213  -1.01302  -0.86870  0.2825
H  -2.60806  -2.71333  -1.31546  0.3407
H  -1.71956  -4.06379  -0.78263  0.4797
H  -1.08331  -3.16362  -2.12190  0.2268
H  -1.39681  -1.63387  0.55563  -0.6916
H  -0.05217  -3.82069  0.97466  0.5948
H  0.90173  -2.26059  1.20648  -0.2356
H  1.15109  -3.06985  -0.17788  0.2778
H  -0.90568  -0.22930  -0.83748  -0.0940
C  -4.19001  2.55084  4.95478  -0.2530
O  -2.89799  2.94493  5.17941  -0.4718
C  -2.01277  2.92648  4.04338  -0.4872
C  -1.34627  1.53065  3.88522  -0.2259
N  -0.22633  1.53268  2.92183  0.4103
C  0.23081  0.15877  2.63925  -0.3139
C  1.39619  -0.52939  3.50725  -0.8629
O  2.58768  0.24371  3.36961  -0.1107
C  3.46587  0.19523  4.49993  -0.8184
H  -4.72165  3.33328  4.41325  0.2070
H  -4.73082  2.25899  5.85503  0.3489
H  -4.06467  1.69245  4.29481  -0.0357
H  -1.22262  3.63688  4.28648  0.3248
H  -2.47713  3.26948  3.11881  0.2176
H  -2.12887  0.87874  3.49708  0.0054
H  -0.91733  1.08540  4.78291  0.3974
H  -0.64092  1.99017  2.12251  -0.0488
H  0.66851  0.18616  1.64137  0.0341
H  -0.60907  -0.53060  2.55283  0.4234
H  1.60437  -1.52161  3.10695  0.3411
H  1.06475  -0.61290  4.54228  0.5064
H  3.84287  -0.82214  4.60448  0.3083
H  3.02654  0.50760  5.44730  0.3312
H  4.30569  0.80241  4.16207  0.2798
C  -5.62258  2.34055  0.92627  -1.6051
C  -4.28746  1.60629  0.87856  1.3023
C  -4.35494  0.11977  1.13926  0.0332
O  -4.69898  -0.17926  2.48612  -0.3085
C  -5.22361  -1.46390  2.66887  -0.8267
N  -3.61287  1.90041  -0.37023  -0.1230
H  -5.46943  3.40295  0.73662  0.4752
H  -5.94939  2.28268  1.96451  0.3106
H  -6.32706  1.89783  0.22213  0.3566
H  -3.66650  2.08003  1.63887  -0.6314
H  -3.37202  -0.27299  0.87905  -0.5484
H  -5.02247  -0.42162  0.46889  0.6572
H  -4.43803  -2.18100  2.43070  0.2909
H  -6.11466  -1.59534  2.05498  0.3597
H  -5.63045  -1.54739  3.67664  0.2634
H  -3.57457  2.90957  -0.38582  0.4588
H  -2.65301  1.60108  -0.46592  -0.2179
C  4.37690  0.37276  -1.93549  -1.6052
C  3.51438  -0.62494  -1.10276  1.8046
C  4.29660  -1.66493  -0.22025  -0.7212
O  4.82917  -2.66253  -1.09280  -0.3459
C  5.59162  -3.57798  -0.29226  -0.7685
N  2.69055  0.14666  -0.14378  0.2108
H  5.04460  -0.19373  -2.58461  0.4787
H  4.99760  0.94221  -1.24370  0.3318
H  3.78501  1.12084  -2.46288  0.1732
H  2.82986  -1.19167  -1.73390  -0.6912
H  3.49321  -2.10595  0.36981  0.1996
H  4.96774  -1.23131  0.52114  0.4534
H  6.46003  -3.17380  0.22794  0.3129
H  5.89363  -4.32302  -1.02833  0.2764
H  4.96794  -4.00623  0.49243  0.3109
H  2.30232  0.95230  -0.61318  -0.0576
H  1.85349  -0.41730  -0.10651  -0.5083
C  0.33187  -2.13068  -5.20881  -1.5842
C  0.90152  -1.06186  -4.31313  0.9675
C  1.72528  -0.00527  -5.12300  -0.4597
O  2.59800  -0.63115  -6.05615  -0.3466
C  3.33941  0.20227  -6.98928  -0.7285
N  -0.09535  -0.38151  -3.55278  -0.2355
H  1.12129  -2.76045  -5.61905  0.3765
H  -0.48049  -1.72798  -5.81380  0.3843
H  -0.28035  -2.78846  -4.59187  0.3860
H  1.47322  -1.60598  -3.56133  -0.1100
H  2.36505  0.63760  -4.51843  0.1721
H  1.10222  0.65882  -5.72207  0.4143
H  3.80844  -0.46439  -7.71292  0.2649
H  4.15305  0.74022  -6.50275  0.2529
H  2.62796  0.83823  -7.51607  0.3105
H  0.32344  0.31118  -2.94872  -0.2177
H  -0.33296  -0.89607  -2.71679  0.3168

Values from the calculation:
Max |F|: 3.6 eV/A
HOMO-LUMO gap: 2.6 eV
Spin multiplicity: 1
HOMO level: -15.0 eV
Net charge: +3
Energy: -2788.173759 hartree



2.
DFT (ωB97M-V/def2-TZVPD) results for a 7-piece molecular cluster, C21H56O7 overall at a distorted geometry.

Each line ends with the Mulliken charge.
Cartesian coordinates (Å):
C  -15.30221  -0.37933  41.91017  -0.3643
C  -15.16476  -1.85039  42.26735  0.4812
C  -14.21241  -2.62627  41.37022  -1.2474
O  -14.85490  -1.95339  43.66750  -0.5332
H  -16.35535  -0.10268  42.06291  0.3886
H  -15.14748  -0.19887  40.84527  0.1075
H  -14.75878  0.36729  42.48070  -0.3817
H  -16.16611  -2.28739  42.15624  0.1414
H  -13.18030  -2.29203  41.46785  0.2741
H  -14.56159  -2.44428  40.35364  0.2630
H  -14.30193  -3.68836  41.60488  0.4631
H  -14.67265  -2.87432  43.87433  0.2926
C  -15.59471  4.67381  44.09229  -1.3057
C  -15.36724  3.39143  44.85243  0.7329
C  -16.51491  3.15768  45.82211  -1.4563
O  -15.41277  2.31894  43.86922  -0.4335
H  -15.76707  5.48220  44.80856  0.4771
H  -16.42123  4.64877  43.38460  0.3053
H  -14.71340  5.02020  43.53923  0.1724
H  -14.39742  3.39860  45.34786  0.0573
H  -17.46373  3.01067  45.31444  0.3246
H  -16.61911  4.00822  46.50515  0.4112
H  -16.32468  2.31288  46.49298  0.4189
H  -15.29770  1.48276  44.33499  0.1963
C  -10.81513  0.73499  42.93658  -1.3257
C  -11.47759  1.96078  43.54884  1.5080
C  -10.86153  2.33751  44.89958  -1.5570
O  -11.40843  3.06775  42.67905  -0.6080
H  -10.84132  -0.08397  43.66529  0.3732
H  -9.77541  0.94769  42.69230  0.3231
H  -11.38873  0.36995  42.08405  0.1801
H  -12.52696  1.70008  43.75680  -0.3823
H  -11.57183  2.95049  45.46123  0.2930
H  -10.01055  2.99423  44.70005  0.3388
H  -10.58004  1.47459  45.49624  0.3684
H  -12.29864  3.16848  42.30241  0.5872
C  -14.22275  9.02797  36.22097  -1.2035
C  -14.23950  7.63477  35.62657  0.5234
C  -13.75045  6.60773  36.62997  -1.0404
O  -15.55833  7.24682  35.23944  -0.5433
H  -15.05979  9.17005  36.90896  0.3819
H  -14.27742  9.80976  35.45835  0.4092
H  -13.29892  9.21196  36.77206  0.1272
H  -13.56970  7.61217  34.75714  0.2062
H  -14.33786  6.66914  37.54712  0.2618
H  -12.74366  6.92055  36.93791  0.1505
H  -13.66274  5.60204  36.23077  0.3950
H  -15.99661  8.01389  34.85897  0.3158
C  -14.66824  0.68001  37.06621  -0.8085
C  -13.17312  0.48393  36.94639  0.3985
C  -12.60436  -0.24941  38.15484  -0.7630
O  -12.98743  -0.37724  35.79660  -0.5760
H  -15.11247  0.92086  36.10263  0.3368
H  -14.82188  1.53300  37.73686  -0.0732
H  -15.20657  -0.16125  37.49920  0.3412
H  -12.65301  1.43350  36.80693  0.3406
H  -13.29860  -1.02103  38.48428  0.0600
H  -12.44622  0.45097  38.98536  0.1418
H  -11.63125  -0.69897  37.96221  0.3540
H  -12.11000  -0.24194  35.42883  0.3280
C  -13.66724  4.01412  39.42342  -0.4372
C  -14.50759  3.82591  40.67972  1.1197
C  -15.94311  3.43715  40.36582  -1.4763
O  -13.90134  2.82663  41.51720  0.0617
H  -13.69243  5.07156  39.16255  -0.1593
H  -14.04036  3.42073  38.59020  -0.1412
H  -12.62395  3.75390  39.60747  0.3098
H  -14.50668  4.78576  41.21361  0.0463
H  -15.98022  2.59236  39.67175  0.1545
H  -16.49759  4.25787  39.90465  0.3861
H  -16.49839  3.12679  41.25584  0.3359
H  -14.56787  2.58571  42.18126  -0.1667
C  -10.94757  8.90030  38.71266  -1.1393
C  -10.37767  8.07939  39.86028  0.3948
C  -10.92125  6.66406  39.87747  -1.0378
O  -8.93464  8.00898  39.69443  -0.5757
H  -10.26260  9.70173  38.43160  0.3406
H  -11.93410  9.28825  38.95213  0.3276
H  -10.94351  8.26771  37.81846  0.2069
H  -10.57315  8.55706  40.82500  0.3330
H  -10.68123  6.16588  38.93219  0.3155
H  -12.01590  6.63721  39.89557  0.1977
H  -10.51242  6.09592  40.70959  0.3160
H  -8.53475  8.29909  40.51741  0.3388

Values from the calculation:
Max |F|: 1.6 eV/A
ΔE to the lowest compared entry with this formula, charge and spin: 28.8 kcal/mol
HOMO-LUMO gap: 10.1 eV
Spin multiplicity: 1
HOMO level: -9.5 eV
SMILES string: CC(C)O.CC(C)O.CC(C)O.CC(C)O.CC(C)O.CC(C)O.CC(C)O
Net charge: 0
Energy: -1360.353311 hartree